1.
DFT (ωB97M-V/def2-TZVPD) results for a 2-piece molecular cluster, C5H15NP2 overall in a non-equilibrium geometry.

```
23
Properties=species:S:1:pos:R:3
C -0.45107 -1.02498 2.54871
P 0.20041 0.70222 1.98886
C 1.92876 0.75132 2.55306
N -0.19957 1.25908 0.61851
H 0.57351 -1.63125 2.75623
H -0.96519 -1.51571 1.64277
H -1.02779 -1.02634 3.52400
H 2.26801 1.80928 2.63599
H 2.53994 0.43379 1.74324
H 1.98782 0.10096 3.45583
C -0.77041 -0.89834 -1.05073
P 0.92298 -0.18666 -0.97429
C 1.81316 -1.60622 -1.81232
C 1.02443 1.00585 -2.32198
H -1.36790 -0.13295 -1.68129
H -0.70036 -1.90234 -1.52250
H -1.26363 -1.10651 -0.03379
H 1.38272 -1.81878 -2.75717
H 2.96019 -1.44851 -2.07145
H 1.73596 -2.41062 -1.08148
H 0.54646 0.64532 -3.22273
H 0.44440 1.95906 -1.99052
H 1.95638 1.48113 -2.53618
```

Computed properties:
Gap between HOMO and LUMO (eV): 7.12
HOMO (eV): -7.395
DFT total energy (a.u.): -936.8175
LUMO energy (eV): -0.3
SMILES: CP(C)#N.CP(C)C

***

2.
DFT (ωB97M-V/def2-TZVPD) results for a 3-piece molecular cluster, C5H15O3 overall in a non-equilibrium geometry.

```
23
Properties=species:S:1:pos:R:3
C 0.30081 -2.02494 -0.24723
O -0.94320 -1.52140 -0.49410
C 1.29446 -0.83255 -0.33483
C 0.58763 0.43895 -0.70957
C 1.52356 1.58802 -0.37835
C 1.57392 2.61219 -1.69571
H 0.40861 -2.40539 0.78275
H 0.64514 -2.73083 -1.06583
H 2.00796 -0.94188 -1.17621
H 1.72587 -0.66449 0.66277
H -0.29702 0.59396 -0.01219
H 0.12603 0.40777 -1.77791
H 2.53376 1.28063 0.05455
H 1.07401 2.12358 0.50346
H 0.52970 2.81154 -2.10893
H 2.31402 2.02209 -2.41135
H 2.11128 3.49617 -1.59547
H -3.50449 -0.61142 2.70728
H -4.61323 -1.58679 2.19900
O -4.36513 -1.00855 2.89777
H -1.55757 -1.31197 0.49863
H -1.38508 -0.58520 1.94081
O -2.09105 -1.14950 1.76067
```

Computed properties:
Gap between HOMO and LUMO (eV): 7.96
HOMO (eV): -4.439
DFT total energy (a.u.): -425.1779
Total charge: -1
LUMO energy (eV): 3.5

***

3.
DFT (ωB97M-V/def2-TZVPD) results for one molecule with the formula C5H15PSi in a non-equilibrium geometry.

```
22
Properties=species:S:1:pos:R:3
C -3.51364 1.19196 -0.83373
C -3.03816 -0.21683 -0.63214
P -1.28761 -0.30351 -0.00968
Si 1.38542 -0.30159 0.17304
C 1.79202 -0.95143 1.85867
C 2.07319 -1.38337 -1.27512
C 1.79631 1.61144 0.24404
H -3.14911 1.74070 -1.64282
H -3.28377 1.84370 -0.02535
H -4.58820 1.20979 -0.89000
H -3.09000 -0.88228 -1.65749
H -1.32570 0.47149 1.20689
H -1.23600 -1.49219 0.49468
H 2.40092 -1.79848 1.80533
H 2.22059 -0.42115 2.75753
H 0.89511 -1.24248 2.39979
H 2.59069 -2.29433 -0.88179
H 1.31847 -1.73056 -1.83675
H 2.73022 -1.07254 -2.04849
H 0.78147 1.99716 0.61425
H 2.60344 1.96426 0.85308
H 1.92435 2.06026 -0.67396
```

Computed properties:
Gap between HOMO and LUMO (spin up / spin down) (eV): 6.83 / 6.84
HOMO (spin up / spin down) (eV): -6.674 / -6.675
DFT total energy (a.u.): -830.1825
LUMO energy (spin up / spin down) (eV): 0.2 / 0.2
SMILES: CC=[PH2][Si](C)(C)C

***

4.
DFT (ωB97M-V/def2-TZVPD) results for a 2-piece molecular cluster, C5H16BO3P overall in a non-equilibrium geometry.

```
26
Properties=species:S:1:pos:R:3
C 0.45229 1.43629 0.65979
C -0.44882 0.55411 -0.24273
C 0.03303 0.41786 -1.69784
O 1.46695 0.39135 -1.83481
P 2.10932 -0.83177 -0.94476
B 1.18181 -2.51591 -1.06925
C 0.62099 -3.15654 0.28337
O 1.00784 -3.23423 -2.25459
H -0.07076 2.37724 0.84616
H 1.44764 1.66900 0.25180
H 0.51497 0.94844 1.63666
H -0.64097 -0.41414 0.24212
H -1.43164 1.04363 -0.27983
H -0.30531 1.30035 -2.25087
H -0.45374 -0.43526 -2.20182
H 2.31342 -0.43389 0.40559
H 3.41943 -1.02810 -1.46580
H -0.11709 -3.93740 0.08654
H 1.48670 -3.66358 0.75579
H 0.25788 -2.39774 0.98797
H 0.39886 -2.81198 -2.86023
C -2.63634 2.91482 2.19291
O -2.01694 1.73119 2.31214
H -2.15999 3.66164 1.49953
H -3.68905 2.89594 1.81390
H -2.74047 3.51868 3.12825
```

Computed properties:
Gap between HOMO and LUMO (eV): 2.51
HOMO (eV): -5.019
DFT total energy (a.u.): -791.8554
LUMO energy (eV): -2.5

***

5.
DFT (ωB97M-V/def2-TZVPD) results for C5H16ClCrO5S as an isolated structure in a non-equilibrium geometry.

```
29
Properties=species:S:1:pos:R:3
Cr 10.61627 17.01863 1.97617
Cl 11.39643 14.68932 1.63200
O 7.88722 13.78848 2.60728
S 7.57660 12.42258 2.09047
O 6.25443 11.80873 2.33130
O 7.78571 12.39339 0.44609
C 8.98049 12.84170 -0.17531
C 8.63769 12.60370 -1.58204
C 8.86938 11.15442 2.54369
H 9.96219 12.41062 0.02096
H 9.10768 13.90242 0.04103
H 9.44361 12.77314 -2.29609
H 7.63366 12.99496 -1.74612
H 8.47985 11.54898 -1.80734
H 8.69439 10.83379 3.57066
H 9.83066 11.52466 2.18738
H 8.62426 10.23628 2.00981
C 7.25252 16.46076 1.46303
O 8.53805 16.24957 1.77183
H 7.09702 17.51309 1.22532
H 6.95909 15.92777 0.55864
H 6.66384 16.25005 2.35586
H 8.60167 15.30052 1.90162
C 14.45746 13.09310 2.74587
O 14.73157 14.15301 1.81908
H 15.20001 12.31606 2.92730
H 14.11266 13.35719 3.74562
H 13.52094 12.58386 2.51851
H 13.85873 14.53584 1.70421
```

Computed properties:
Gap between HOMO and LUMO (spin up / spin down) (eV): 5.80 / 3.45
HOMO (spin up / spin down) (eV): -16.357 / -16.357
DFT total energy (a.u.): -2478.3026
Total charge: +2
LUMO energy (spin up / spin down) (eV): -10.6 / -12.9
2S+1: 6

***

6.
DFT (ωB97M-V/def2-TZVPD) results for C5H16FeN8O7 as an isolated structure in a non-equilibrium geometry.

```
37
Properties=species:S:1:pos:R:3
Fe 14.55853 -11.27242 -7.43871
C 14.82316 -13.64121 -8.40390
O 13.96818 -12.72601 -8.76913
O 15.61387 -13.14626 -7.53104
O 14.73476 -14.85231 -8.73021
C 17.11100 -9.92387 -5.81559
O 16.18101 -10.57789 -6.30488
N 17.97006 -9.30401 -6.63843
N 17.23014 -9.69542 -4.49326
H 17.79089 -9.20515 -7.62137
H 18.72999 -8.72036 -6.33131
H 18.11015 -9.24827 -4.28443
H 16.93766 -10.46769 -3.91279
C 11.91173 -9.95033 -8.42189
O 12.99795 -9.89260 -7.85640
N 11.42524 -11.03994 -9.07352
N 11.02760 -8.90294 -8.38862
H 10.52372 -10.86568 -9.46570
H 11.91583 -11.92386 -9.13324
H 11.37262 -8.06849 -7.94924
H 10.24704 -8.91543 -9.01268
C 15.36610 -9.63603 -10.17600
O 15.46841 -10.27580 -9.13878
N 14.54620 -10.00711 -11.19737
N 16.04110 -8.48314 -10.47030
H 14.03163 -10.86903 -11.10079
H 14.69731 -9.51971 -12.05661
H 16.70166 -8.22628 -9.75707
H 15.66249 -7.82537 -11.12071
C 13.52212 -12.01834 -4.51453
O 13.58726 -11.83330 -5.71883
N 13.69534 -10.98353 -3.62508
N 13.44319 -13.23457 -3.89505
H 13.33895 -11.13401 -2.69863
H 13.67773 -10.06100 -4.02623
H 13.48692 -13.14605 -2.89988
H 13.68872 -14.09621 -4.35039
```

Computed properties:
Gap between HOMO and LUMO (spin up / spin down) (eV): 5.55 / 5.88
HOMO (spin up / spin down) (eV): -5.425 / -5.756
DFT total energy (a.u.): -2428.7538
LUMO energy (spin up / spin down) (eV): 0.1 / 0.1
2S+1: 5